The following is a DFT calculation (wB97M-V/def2-TZVPD) of a cluster of 2 separate species, C4H10O4 in total at a distorted geometry.

Output
* spin multiplicity: 1
* E_HOMO (spin up / spin down): -0.2352 / -0.2738 hartree
* energy: -459.1894 Eh
* net charge: 0

Structure (XYZ):
```
18
Properties=species:S:1:pos:R:3:forces:R:3:lowdin_charge:R:1
C 0.141912 -2.047092 0.571525 2.88 -2.69 0.89 -0.122
C -0.162723 1.534899 1.482628 -1.82 0.50 -0.18 -0.120
C -0.335353 -0.729462 0.766996 -2.38 3.99 -0.84 -0.243
C 0.275153 0.518802 -1.654143 -0.11 -0.42 -1.00 -0.475
O -1.000047 0.436313 -2.211156 -0.55 0.23 0.30 0.002
O 0.736472 1.793716 -1.386331 0.72 -0.19 -0.73 0.016
O 1.109462 -0.241948 -2.489489 -2.03 -0.49 -0.44 0.000
O 0.374522 0.254340 1.397906 1.10 -2.19 0.53 -0.187
H -0.553311 -2.679946 0.056717 -0.90 -0.12 0.05 0.063
H 1.006987 -2.096125 -0.156596 -0.30 0.19 1.07 0.090
H 0.452451 -2.620192 1.574219 -0.46 1.16 -1.94 0.125
H -0.121646 1.954619 0.425657 -0.73 -0.13 1.67 0.072
H 0.548086 2.135624 2.117430 -1.09 -0.62 -0.38 0.099
H -1.287948 1.415302 1.945552 2.63 0.86 -1.08 0.137
H -1.416030 -0.442507 0.593235 1.25 -0.53 0.28 0.126
H -1.446940 1.216158 -2.596230 0.94 0.04 0.47 0.120
H 1.698786 1.922997 -1.594812 -1.24 -0.64 0.08 0.144
H 0.390369 -0.724000 -3.052796 2.09 1.05 1.26 0.152
```
Forces are in eV/Å.

---

The following is a DFT calculation (wB97M-V/def2-TZVPD) of a cluster of 2 separate species, C8H17O3Si in total at a distorted geometry.

Output
* spin multiplicity: 1
* E_HOMO: -0.1608 hartree
* energy: -830.2691 Eh
* net charge: -1

Structure (XYZ):
```
29
Properties=species:S:1:pos:R:3:forces:R:3:lowdin_charge:R:1
C 3.552060 1.021642 -0.180055 1.33 0.69 0.49 -0.212
C 3.774917 -1.643014 -0.864516 -1.54 -1.28 2.26 -0.112
C 1.104434 1.210541 -0.271259 1.10 -0.50 0.47 -0.030
C -0.707177 -1.232646 1.568001 0.99 3.80 -0.22 -0.218
C -2.507661 2.046188 0.169082 -0.61 -0.50 -0.66 -0.168
C -4.384684 -0.414945 0.374689 0.55 0.58 1.61 -0.181
C 2.481415 -0.895294 -1.201349 3.17 2.16 -2.66 -0.199
C 2.447586 0.489786 -0.579168 -1.42 -0.81 0.66 -0.276
O -1.751601 -0.312287 -1.146199 0.67 -0.49 -0.97 -0.399
O 4.571298 1.511354 0.155531 -0.48 -0.16 -0.16 0.123
O -2.003730 -0.648182 1.590460 0.26 0.05 -0.87 -0.326
Si -2.526604 0.184093 0.085536 -0.89 -2.13 1.70 0.159
H 3.885383 -2.512466 -1.507635 0.10 -0.13 0.05 0.060
H 3.708028 -2.003266 0.244504 0.38 0.57 -1.89 0.115
H 4.623657 -1.010406 -0.971898 0.79 0.44 -0.10 0.044
H 0.687353 1.292618 -1.264555 -0.77 0.57 0.04 0.074
H 1.489890 2.172837 0.147445 -1.26 -0.39 -0.25 0.087
H 0.350228 0.648707 0.405925 1.72 1.10 -1.29 0.053
H -0.363262 -1.355997 0.522627 -0.48 -1.31 0.36 0.042
H -0.554705 -2.003862 2.336166 -0.18 -0.02 -0.62 0.069
H 0.004462 -0.328023 1.785518 -0.54 -1.69 0.71 0.069
H -1.716351 2.573517 0.600038 1.80 0.50 0.58 -0.012
H -2.657227 2.439548 -0.844308 -0.17 -0.14 0.21 0.034
H -3.316878 2.285282 0.800201 -1.48 0.68 0.60 -0.012
H -5.015338 0.445026 0.228751 -0.53 0.82 0.36 -0.031
H -4.768254 -1.031406 -0.418785 0.18 -1.05 -0.08 -0.015
H -4.562372 -0.817664 1.472959 0.35 0.60 -2.42 0.052
H 2.531681 -0.766338 -2.355081 -0.76 -0.28 1.69 0.143
H 1.623452 -1.345344 -0.882624 -2.27 -1.66 0.42 0.067
```
Forces are in eV/Å.

---

The following is a DFT calculation (wB97M-V/def2-TZVPD) of a structure of composition C28H25N8Pt.

Output
* <S²>: 6.05
* spin multiplicity: 5
* E_HOMO (spin up / spin down): -0.2971 / -0.4186 hartree
* energy: -1639.0936 Eh
* net charge: +1

Structure (XYZ):
```
62
Properties=species:S:1:pos:R:3:forces:R:3:lowdin_charge:R:1
Pt 0.078719 -0.375103 0.222780 0.56 0.17 -0.03 1.410
N 3.024600 0.517492 1.953318 -0.09 -0.08 -0.01 0.159
C 3.287681 -0.359919 0.940714 -0.13 -0.05 0.05 -0.479
N 4.548131 -0.568295 0.633582 0.08 0.04 0.05 0.166
C 4.750576 -1.453586 -0.370825 0.05 -0.03 -0.05 -0.454
N 6.027648 -1.650103 -0.730867 0.02 0.02 -0.04 0.172
N 3.814332 -2.140684 -1.000731 -0.08 0.03 0.01 0.168
C 2.545901 -1.870615 -0.640429 0.42 0.18 0.12 -0.299
N 2.228308 -0.907819 0.313194 0.08 0.11 -0.02 0.030
C 1.487179 -2.563295 -1.221892 -0.44 -0.27 -0.23 -0.231
C 1.667487 -3.590351 -2.185685 0.05 0.08 0.08 -0.010
C 0.587520 -4.248911 -2.679559 -0.07 -0.06 -0.04 -0.060
C -0.714366 -3.905973 -2.225582 -0.03 -0.08 -0.05 -0.067
C -0.839426 -2.899710 -1.316864 0.18 0.06 0.10 -0.163
N 0.215514 -2.218517 -0.817067 -0.32 -0.01 -0.23 -0.088
H 3.841845 0.743047 2.500414 0.01 -0.01 0.00 0.115
H 2.202843 0.279776 2.492940 0.00 0.13 0.06 0.053
H 6.761079 -1.171348 -0.242174 -0.01 0.00 0.02 0.106
H 6.239857 -2.321027 -1.446003 0.00 -0.01 0.01 0.110
H 2.677197 -3.820065 -2.492349 -0.01 0.00 0.00 0.110
H 0.715962 -5.038068 -3.408108 0.00 0.00 0.00 0.110
H -1.591486 -4.427805 -2.578713 0.01 0.00 0.00 0.102
H -1.809007 -2.609477 -0.937326 -0.03 0.01 -0.01 0.083
C 2.289936 2.983960 -1.689166 -0.02 -0.01 -0.01 -0.003
C 1.793212 1.999985 -0.832068 0.06 0.06 0.03 -0.094
N 0.628680 1.409414 -1.027979 -0.08 -0.28 -0.03 0.010
C -0.146218 1.785593 -2.072256 -0.04 0.00 0.01 -0.120
C 0.284934 2.759381 -2.982204 -0.05 0.01 -0.05 -0.127
C 1.540140 3.352875 -2.773350 0.02 0.02 0.00 0.025
C -0.556715 3.126789 -4.086392 0.01 0.01 0.01 -0.002
C -1.767311 2.561377 -4.251305 -0.03 -0.02 0.02 -0.001
C -2.251023 1.581226 -3.320299 0.03 0.08 -0.08 -0.128
C -3.517184 0.984947 -3.445697 -0.01 -0.01 0.01 0.018
C -3.923063 0.066570 -2.515238 0.02 0.01 0.00 -0.013
C -3.054074 -0.246575 -1.462180 -0.07 0.01 -0.02 -0.118
N -1.864791 0.295221 -1.323384 0.08 -0.05 0.09 0.075
C -1.452974 1.194038 -2.236604 0.08 -0.03 0.02 -0.138
H 3.252938 3.428592 -1.484512 0.00 -0.01 0.01 0.122
H 2.353717 1.698170 0.041679 0.01 -0.01 0.00 0.086
H 1.895599 4.105943 -3.465661 -0.01 -0.01 0.00 0.131
H -0.193969 3.872949 -4.781415 0.00 0.00 0.00 0.125
H -2.401085 2.840259 -5.083221 0.00 0.00 0.00 0.125
H -4.157791 1.259957 -4.274247 0.01 0.00 0.00 0.130
H -4.889741 -0.412433 -2.576450 0.01 0.00 0.01 0.118
H -3.359355 -0.964266 -0.709474 0.00 0.00 -0.01 0.104
C -0.130290 1.147027 1.659645 -0.21 0.15 0.13 -0.210
C -0.237046 0.422722 2.934947 -0.20 -0.18 -0.05 -0.291
C -1.299735 -0.641825 2.900981 0.10 0.09 -0.14 -0.319
C -1.083810 -1.715302 3.914304 0.08 0.00 0.07 -0.029
C -0.240444 -1.532868 4.968266 -0.15 -0.11 -0.06 -0.090
C 0.529138 -0.361573 5.094966 0.01 0.23 -0.24 -0.047
C 0.552412 0.578057 4.027022 0.11 -0.08 0.47 -0.076
H 0.688010 1.863855 1.641965 0.03 -0.03 -0.07 0.058
H -1.062237 1.653215 1.390446 0.00 0.00 -0.04 0.082
H -2.252820 -0.146255 3.168414 0.00 0.01 0.02 0.167
H -1.694363 -2.607644 3.847812 0.03 -0.02 -0.02 0.113
H -0.168430 -2.302142 5.726427 0.02 0.01 0.01 0.109
H 1.158955 -0.201724 5.957909 -0.02 -0.03 0.02 0.103
H 1.234742 1.420381 4.102071 0.02 -0.03 -0.14 0.120
C -1.479552 -1.094031 1.438442 -0.23 0.12 0.33 -0.168
H -2.373591 -0.645538 1.012186 0.01 -0.08 -0.01 0.040
H -1.502915 -2.175791 1.313470 0.15 -0.04 -0.04 0.067
```
Forces are in eV/Å.